The following is a quantum chemistry calculation of 14 unconnected molecules or ions with the total composition C63H106O21S7 at a distorted geometry, from OMol25.

Energy (eV): -185887.3751
Orbital gap (eV): 8.62

Geometry (Å):
O  13.894  2.258  18.377
S  13.622  2.758  17.033
O  12.325  2.563  16.407
O  13.922  4.420  17.105
C  15.083  4.938  17.787
C  14.764  6.318  18.281
C  14.982  2.263  15.978
H  15.953  4.902  17.130
H  15.330  4.311  18.643
H  14.741  7.062  17.485
H  15.560  6.610  18.966
H  13.870  6.292  18.904
H  14.817  1.205  15.770
H  15.828  2.601  16.577
H  14.848  2.786  15.032
O  19.367  -0.696  16.427
S  18.995  0.690  16.285
O  17.702  1.144  16.790
O  20.174  1.640  16.991
C  21.495  1.136  17.074
C  22.038  1.792  18.336
C  19.132  1.189  14.549
H  22.119  1.510  16.263
H  21.552  0.054  17.192
H  23.060  1.545  18.625
H  21.416  1.526  19.191
H  22.029  2.868  18.162
H  18.247  0.899  13.984
H  20.038  0.712  14.175
H  19.226  2.275  14.533
O  16.080  6.976  6.897
S  17.114  6.899  7.922
O  17.313  5.744  8.808
O  18.563  7.172  7.104
C  18.557  8.004  5.998
C  19.989  8.520  5.834
C  17.181  8.419  9.005
H  17.824  8.811  6.021
H  18.304  7.434  5.104
H  20.248  9.165  6.674
H  20.031  9.060  4.888
H  20.774  7.767  5.904
H  17.389  9.338  8.457
H  17.979  8.199  9.714
H  16.299  8.373  9.644
O  15.206  -8.006  10.986
S  14.316  -7.250  10.099
O  12.860  -7.362  10.154
O  14.692  -5.630  10.122
C  16.077  -5.360  10.490
C  16.178  -3.891  10.595
C  14.907  -7.586  8.362
H  16.742  -5.732  9.710
H  16.377  -5.871  11.405
H  17.202  -3.527  10.674
H  15.615  -3.681  11.504
H  15.776  -3.378  9.722
H  15.963  -7.358  8.214
H  14.199  -6.990  7.787
H  14.735  -8.661  8.297
O  20.523  6.746  13.095
S  20.063  5.337  12.938
O  20.708  4.262  13.680
O  18.477  5.235  13.391
C  17.603  6.295  13.139
C  16.239  5.802  13.646
C  19.795  4.865  11.146
H  17.702  6.647  12.113
H  17.902  7.150  13.745
H  15.506  6.597  13.782
H  16.356  5.314  14.614
H  15.896  5.054  12.931
H  20.775  4.931  10.672
H  19.079  5.577  10.734
H  19.480  3.837  10.966
O  15.387  2.063  12.548
S  16.211  1.667  11.439
O  17.622  1.436  11.728
O  15.513  0.376  10.548
C  14.135  0.416  10.359
C  13.627  -1.007  10.038
C  16.055  2.958  10.163
H  13.954  1.133  9.558
H  13.664  0.780  11.272
H  13.916  -1.337  9.040
H  12.540  -1.020  10.121
H  14.028  -1.752  10.725
H  16.443  3.838  10.676
H  15.003  3.122  9.929
H  16.677  2.828  9.276
O  20.589  2.592  8.485
S  21.203  2.797  7.169
O  22.171  1.874  6.616
O  20.001  3.128  6.041
C  18.795  3.628  6.418
C  18.149  3.936  5.009
C  21.914  4.492  7.240
H  18.972  4.534  6.998
H  18.240  2.975  7.090
H  17.188  4.444  5.090
H  17.797  3.014  4.546
H  18.846  4.439  4.340
H  22.231  4.600  8.277
H  21.133  5.242  7.110
H  22.696  4.485  6.480
C  17.561  -0.635  7.729
C  18.897  -0.390  7.395
C  19.529  -1.279  6.483
C  18.886  -2.409  5.957
C  17.529  -2.603  6.325
C  16.918  -1.779  7.264
H  17.057  0.045  8.399
H  19.375  0.535  7.683
H  20.527  -1.008  6.174
H  19.389  -2.959  5.175
H  17.115  -3.502  5.892
H  15.883  -1.999  7.480
C  11.665  -0.978  15.156
C  12.670  -0.227  14.592
C  13.831  -0.718  14.064
C  13.991  -2.119  14.172
C  13.004  -2.967  14.676
C  11.856  -2.388  15.206
H  10.745  -0.504  15.463
H  12.473  0.834  14.551
H  14.536  0.012  13.695
H  14.962  -2.448  13.831
H  13.132  -4.036  14.758
H  11.049  -3.017  15.551
C  12.287  -3.494  6.477
C  12.399  -3.874  5.157
C  13.588  -4.456  4.700
C  14.612  -4.697  5.547
C  14.503  -4.402  6.868
C  13.368  -3.782  7.312
H  11.383  -3.088  6.907
H  11.641  -3.829  4.388
H  13.637  -4.722  3.654
H  15.529  -5.140  5.187
H  15.325  -4.536  7.555
H  13.210  -3.562  8.358
C  20.073  -3.516  11.092
C  19.861  -2.176  11.070
C  19.154  -1.568  12.105
C  18.595  -2.399  13.086
C  18.700  -3.744  13.079
C  19.436  -4.312  12.051
H  20.842  -3.944  10.466
H  20.243  -1.635  10.217
H  18.950  -0.510  12.183
H  18.026  -1.881  13.844
H  18.301  -4.359  13.872
H  19.800  -5.328  12.071
C  11.241  -3.068  11.443
C  9.895  -2.797  11.665
C  8.930  -3.529  11.002
C  9.339  -4.417  9.977
C  10.713  -4.722  9.716
C  11.624  -4.010  10.508
H  12.052  -2.563  11.948
H  9.543  -2.099  12.411
H  7.889  -3.296  11.174
H  8.649  -5.020  9.406
H  10.945  -5.429  8.934
H  12.695  -4.107  10.410
C  11.790  2.851  10.509
C  12.204  3.864  11.356
C  11.869  3.798  12.685
C  11.052  2.745  13.157
C  10.583  1.801  12.237
C  10.967  1.815  10.881
H  12.194  2.842  9.507
H  12.934  4.593  11.035
H  12.216  4.554  13.373
H  10.756  2.650  14.191
H  10.230  0.844  12.591
H  10.739  0.998  10.213
C  11.175  5.878  2.844
C  12.618  5.571  3.306
C  12.602  4.487  4.359
C  13.904  4.037  4.987
C  13.734  2.858  5.960
C  15.055  2.506  6.618
H  10.513  6.112  3.678
H  10.818  4.968  2.362
H  11.260  6.673  2.103
H  13.190  5.375  2.400
H  13.079  6.465  3.726
H  11.958  3.657  4.072
H  11.933  4.648  5.204
H  14.676  3.727  4.283
H  14.430  4.928  5.331
H  12.860  3.009  6.592
H  13.313  2.016  5.410
H  15.834  2.227  5.909
H  15.397  3.421  7.101
H  14.841  1.824  7.441



The following is a quantum chemistry calculation of 7 unconnected molecules or ions with the total composition C63H133N7O7 at a distorted geometry, from OMol25.

Energy (eV): -92235.8221
Orbital gap (eV): 8.02
SMILES string: CC1(C)CCCC(C)(C)N1O.CC1(C)CCCC(C)(C)N1O.CC1(C)CCCC(C)(C)N1O.CC1(C)CCCC(C)(C)N1O.CC1(C)CCCC(C)(C)N1O.CC1(C)CCCC(C)(C)N1O.CC1(C)CCCC(C)(C)N1O
Energy above the lowest of the compared OMol25 structures with the same formula, charge and spin (kcal/mol): 197.8

Geometry (Å):
C  19.878  -22.053  14.859
C  19.711  -22.739  13.520
C  20.169  -24.211  13.754
C  18.167  -22.523  13.294
C  17.786  -22.526  11.754
C  18.655  -21.584  10.894
C  20.120  -21.938  11.041
C  20.534  -23.319  10.353
C  20.811  -20.688  10.400
N  20.448  -21.900  12.518
O  21.844  -21.843  12.720
H  19.943  -20.965  14.863
H  19.045  -22.350  15.497
H  20.795  -22.373  15.354
H  20.932  -24.261  14.530
H  19.406  -24.927  14.058
H  20.681  -24.549  12.853
H  17.758  -23.453  13.688
H  17.643  -21.662  13.709
H  17.786  -23.567  11.433
H  16.740  -22.241  11.641
H  18.380  -20.550  11.105
H  18.207  -21.710  9.908
H  20.077  -24.252  10.681
H  21.604  -23.453  10.517
H  20.457  -23.246  9.268
H  21.798  -21.005  10.062
H  20.724  -19.761  10.967
H  20.327  -20.323  9.494
H  22.037  -21.176  13.383
C  25.390  -13.374  24.586
C  24.018  -13.413  23.757
C  23.370  -12.136  24.122
C  24.210  -13.348  22.243
C  22.849  -13.662  21.437
C  22.451  -15.094  21.965
C  22.255  -15.297  23.466
C  20.918  -14.611  23.939
C  22.117  -16.836  23.603
N  23.480  -14.747  24.054
O  23.473  -14.982  25.466
H  26.213  -13.010  23.971
H  25.372  -12.620  25.374
H  25.778  -14.264  25.081
H  22.479  -11.814  23.582
H  22.932  -11.992  25.110
H  24.077  -11.335  23.906
H  24.551  -12.342  22.000
H  25.083  -13.945  21.979
H  22.270  -12.765  21.660
H  22.988  -13.712  20.357
H  23.197  -15.823  21.647
H  21.564  -15.386  21.403
H  20.492  -13.951  23.183
H  21.076  -13.946  24.788
H  20.099  -15.260  24.248
H  22.057  -17.009  24.677
H  23.035  -17.291  23.231
H  21.235  -17.201  23.076
H  23.961  -15.808  25.440
C  13.665  -15.728  27.256
C  14.158  -15.051  25.931
C  12.844  -14.656  25.132
C  14.826  -13.708  26.370
C  15.497  -12.958  25.231
C  16.481  -13.921  24.594
C  15.947  -15.242  24.090
C  15.129  -15.006  22.851
C  17.147  -16.133  23.643
N  15.252  -15.873  25.234
O  14.820  -17.143  24.999
H  12.927  -16.474  26.964
H  14.377  -16.345  27.804
H  13.118  -15.101  27.960
H  11.946  -14.767  25.740
H  12.922  -13.660  24.696
H  12.582  -15.312  24.301
H  13.945  -13.167  26.716
H  15.494  -13.668  27.230
H  14.783  -12.679  24.456
H  15.883  -12.034  25.660
H  17.291  -14.056  25.311
H  16.995  -13.435  23.765
H  15.661  -14.541  22.021
H  14.257  -14.364  22.978
H  14.822  -15.954  22.408
H  17.978  -15.900  24.310
H  17.417  -15.915  22.610
H  17.030  -17.216  23.631
H  15.371  -17.690  25.564
C  18.627  -16.143  10.141
C  17.144  -15.830  10.217
C  16.561  -14.787  9.216
C  16.409  -17.176  9.879
C  15.882  -18.017  11.040
C  16.848  -17.755  12.168
C  16.884  -16.289  12.728
C  15.644  -15.988  13.529
C  18.199  -16.085  13.481
N  16.949  -15.383  11.606
O  16.857  -14.086  11.897
H  19.002  -17.060  10.595
H  18.910  -16.130  9.089
H  19.228  -15.348  10.582
H  16.752  -15.075  8.182
H  15.512  -14.567  9.417
H  17.091  -13.851  9.391
H  15.683  -16.934  9.103
H  17.094  -17.804  9.309
H  14.878  -17.643  11.242
H  15.802  -19.051  10.707
H  17.813  -18.210  11.944
H  16.414  -18.469  12.868
H  15.626  -14.958  13.886
H  15.580  -16.592  14.434
H  14.791  -16.114  12.863
H  18.408  -16.917  14.154
H  18.223  -15.228  14.154
H  19.026  -16.157  12.775
H  17.741  -13.838  12.178
C  10.322  -15.143  18.968
C  10.818  -15.831  17.647
C  9.648  -16.725  16.982
C  11.211  -14.826  16.474
C  12.615  -14.221  16.594
C  13.611  -15.245  16.993
C  13.284  -16.184  18.164
C  14.263  -17.317  18.278
C  13.408  -15.498  19.464
N  11.903  -16.776  17.882
O  11.487  -17.843  18.644
H  10.380  -15.895  19.755
H  10.847  -14.259  19.329
H  9.252  -14.977  19.091
H  9.978  -17.253  16.087
H  9.324  -17.398  17.775
H  8.855  -16.150  16.505
H  11.295  -15.350  15.522
H  10.370  -14.133  16.501
H  13.028  -13.836  15.661
H  12.593  -13.336  17.230
H  14.436  -14.662  17.402
H  14.024  -15.863  16.196
H  14.379  -17.819  17.318
H  14.101  -18.097  19.021
H  15.265  -16.888  18.291
H  12.733  -15.988  20.165
H  13.020  -14.480  19.448
H  14.422  -15.531  19.862
H  11.257  -18.567  18.057
C  27.722  -18.122  19.835
C  26.457  -17.447  20.448
C  25.737  -16.385  19.636
C  25.397  -18.544  20.577
C  25.729  -19.568  21.684
C  25.773  -18.797  22.949
C  26.890  -17.636  22.995
C  26.561  -16.744  24.231
C  28.239  -18.196  23.207
N  26.785  -16.879  21.799
O  27.585  -15.745  21.659
H  28.336  -18.850  20.365
H  27.672  -18.375  18.776
H  28.562  -17.431  19.763
H  26.259  -15.437  19.765
H  25.569  -16.661  18.595
H  24.727  -16.214  20.010
H  24.388  -18.135  20.641
H  25.445  -19.044  19.610
H  24.905  -20.264  21.835
H  26.617  -20.165  21.478
H  25.941  -19.479  23.782
H  24.760  -18.458  23.169
H  25.641  -16.195  24.027
H  27.296  -15.946  24.341
H  26.547  -17.239  25.202
H  29.071  -17.549  22.928
H  28.516  -19.099  22.664
H  28.466  -18.334  24.264
H  26.940  -15.034  21.652
C  19.541  -15.364  18.613
C  19.683  -16.915  18.965
C  21.234  -17.247  19.165
C  18.812  -17.120  20.278
C  18.572  -18.551  20.642
C  17.856  -19.340  19.671
C  18.500  -19.232  18.133
C  19.586  -20.308  18.147
C  17.367  -19.480  17.183
N  19.042  -17.788  17.948
O  19.618  -17.625  16.656
H  19.824  -14.836  19.524
H  20.199  -15.121  17.778
H  18.586  -14.959  18.277
H  21.697  -17.306  18.180
H  21.782  -16.494  19.732
H  21.314  -18.129  19.801
H  19.334  -16.699  21.137
H  17.894  -16.533  20.241
H  19.578  -18.963  20.729
H  18.156  -18.626  21.646
H  16.773  -19.219  19.665
H  17.899  -20.349  20.082
H  19.239  -21.270  18.523
H  20.455  -20.072  18.761
H  19.966  -20.395  17.129
H  16.573  -18.787  17.460
H  17.164  -20.550  17.151
H  17.638  -19.184  16.169
H  18.852  -17.329  16.159